Entry from OMol25: a 4-piece molecular cluster, C32H39ClF24N3O3 overall (ωB97M-V/def2-TZVPD).

The geometry in ORCA input format:
```
! RIJCOSX wB97M-V def2-TZVPD def2/J DEFGRID3
* xyz 1 1
C -1.91 -5.42 0.57
C -1.06 -4.88 -0.60
C -1.45 -3.48 -0.99
Cl -0.75 -3.10 -2.59
C -1.12 -2.37 0.06
C -0.11 -2.77 1.14
C 0.62 -1.52 1.63
N -0.23 -0.30 1.66
C -1.32 -0.31 2.71
C -0.94 -1.05 3.98
C -0.73 -0.13 0.39
N -1.30 0.99 0.10
C -1.90 1.27 -1.23
C -3.19 0.50 -1.42
C -4.26 0.72 -0.57
C -5.43 -0.03 -0.73
C -5.54 -0.98 -1.76
C -6.80 -1.79 -1.95
C -4.45 -1.19 -2.62
C -3.28 -0.45 -2.46
N -0.66 -1.11 -0.58
H -2.68 -6.09 0.21
H -2.39 -4.62 1.13
H -1.29 -6.00 1.24
H 0.00 -4.99 -0.38
H -1.24 -5.51 -1.46
H -2.52 -3.47 -1.13
H -2.06 -2.11 0.54
H -0.57 -3.34 1.94
H 0.68 -3.41 0.74
H 1.14 -1.67 2.56
H 1.39 -1.31 0.90
H -2.28 -0.67 2.33
H -1.50 0.72 3.00
H -1.54 -0.66 4.80
H 0.09 -0.85 4.24
H -1.10 -2.11 3.93
H -1.34 1.73 0.79
H -1.18 0.99 -1.98
H -2.11 2.33 -1.29
H -4.19 1.44 0.22
H -6.26 0.15 -0.06
H -7.32 -1.43 -2.83
H -6.55 -2.83 -2.12
H -7.44 -1.72 -1.08
H -4.52 -1.93 -3.40
H -2.45 -0.63 -3.12
H 0.28 -1.21 -0.95
C -5.94 3.23 5.05
C -5.12 3.52 3.78
C -5.57 2.91 2.46
F -5.62 1.56 2.49
F -4.67 3.24 1.50
F -3.81 3.23 4.00
F -5.20 4.86 3.58
O -5.49 2.19 5.91
C -5.82 0.87 5.72
C -4.58 0.02 5.39
F -3.92 0.56 4.34
F -4.97 -1.23 5.06
F -6.78 0.72 4.79
F -6.31 0.40 6.88
H -5.84 4.12 5.65
H -7.00 3.12 4.81
H -6.55 3.29 2.17
H -3.91 -0.03 6.25
C 1.86 2.34 0.11
C 2.76 2.37 1.36
C 3.21 3.72 1.90
F 3.92 4.42 0.99
F 4.00 3.50 2.98
F 3.83 1.56 1.15
F 2.02 1.81 2.36
O 2.44 2.12 -1.15
C 2.95 3.15 -1.91
C 4.46 3.03 -2.12
F 5.10 2.95 -0.93
F 4.89 4.14 -2.76
F 2.59 4.35 -1.42
F 2.39 3.03 -3.13
H 1.23 1.46 0.24
H 1.18 3.20 0.10
H 2.35 4.31 2.22
H 4.70 2.15 -2.70
C 8.16 -1.92 -3.64
C 9.10 -2.04 -4.84
C 10.21 -1.00 -4.99
F 9.70 0.25 -5.10
F 10.90 -1.27 -6.12
F 8.38 -2.12 -5.98
F 9.75 -3.23 -4.68
O 6.90 -1.29 -3.84
C 6.74 0.06 -3.73
C 6.34 0.71 -5.06
F 7.23 0.43 -6.02
F 6.28 2.05 -4.87
F 7.80 0.66 -3.18
F 5.69 0.27 -2.89
H 7.89 -2.95 -3.40
H 8.67 -1.53 -2.76
H 10.89 -1.04 -4.14
H 5.35 0.34 -5.37
*
```

- HOMO-LUMO gap (eV) = 8.7
- LUMO (eV) = -2.882
- molecular weight (u) = 1005.087